{"formula": "C6H7NO", "method": "ωB97M-V/def2-TZVPD", "species": ["H", "C", "O", "C", "H", "C", "H", "H", "H", "H", "H", "C", "C", "N", "C"], "xyz": [[2.208, 0.415, 0.748], [0.824, -0.283, -0.910], [0.559, 1.732, 0.010], [-0.259, 0.097, 0.951], [-1.643, -1.593, 0.841], [-0.545, -1.366, 0.595], [1.650, -0.180, -1.563], [0.328, -1.752, 1.390], [-0.817, 0.417, -2.167], [-0.295, 0.378, 1.976], [-1.636, 1.648, -0.018], [1.102, 0.366, 0.379], [-0.729, 1.091, -0.069], [-0.212, -1.222, -0.902], [-0.537, 0.250, -1.259]], "lowdin_charge": [0.1926, -0.2599, -0.0544, -0.2527, 0.1353, -0.0748, 0.1407, 0.1831, 0.0850, 0.1394, 0.1504, -0.1575, -0.2119, 0.0494, -0.0645], "spin_multiplicity": 1, "charge": 0, "e_tot_ev": -9868.06504, "relative_energy_kcal_mol": 105.9, "lumo_energy_ha": 0.0353}